*1*
# C3H12NS

A cluster of 2 separate species, C3H12NS in total (the ωB97M-V functional and the def2-TZVPD basis, OMol25).

Last columns: bonded neighbours and bond lengths (Å).
Cartesian coordinates (Å):
1 C 2.510 -2.332 0.417  N2 1.518, H3 1.086, H4 1.083, H5 1.086
2 N 2.223 -0.990 -0.232  C1 1.518, H6 1.018, H7 1.020, H8 1.033
3 H 3.440 -2.729 0.021  C1 1.086
4 H 1.684 -2.996 0.196  C1 1.083
5 H 2.494 -2.173 1.491  C1 1.086
6 H 2.646 -0.224 0.287  N2 1.018
7 H 2.496 -0.995 -1.214  N2 1.020
8 H 1.197 -0.866 -0.225  N2 1.033
9 C -1.453 2.563 0.255  C10 1.507, H12 1.080, H13 1.097, H14 1.095
10 C -1.700 1.348 -0.601  C9 1.507, S11 1.824, H15 1.085, H16 1.085
11 S -0.981 -0.199 0.045  C10 1.824, H17 1.336
12 H -1.523 2.349 1.312  C9 1.080
13 H -0.481 3.015 0.025  C9 1.097
14 H -2.088 3.400 -0.052  C9 1.095
15 H -1.294 1.433 -1.604  C10 1.085
16 H -2.756 1.114 -0.694  C10 1.085
17 H -1.965 -0.591 0.859  S11 1.336

Its charge is +1. The calculation puts the HOMO-LUMO gap at 9.48 eV. As for the spin multiplicity: 1. The calculation puts the HOMO energy at -12.99 eV.

Quick look at the Löwdin charges, all values in e: atom 1 (C): 0.0048, atom 2 (N): 0.1291, atom 3 (H): 0.1036, atom 4 (H): 0.0992, atom 5 (H): 0.1040, atom 6 (H): 0.1655, atom 7 (H): 0.1671, atom 8 (H): 0.0011, atom 9 (C): -0.1680, atom 10 (C): -0.5786, atom 11 (S): 0.7265, atom 12 (H): 0.0670, atom 13 (H): 0.0738, atom 14 (H): 0.0836, atom 15 (H): 0.0654, atom 16 (H): 0.0691, atom 17 (H): -0.1133

***

*2*
# C3H12NS

A cluster of 2 separate species, C3H12NS in total (the ωB97M-V functional and the def2-TZVPD basis, OMol25).

Last columns: bonded neighbours and bond lengths (Å).
Cartesian coordinates (Å):
1 C -1.691 2.442 0.439  N2 1.534, H3 1.102, H4 1.077, H5 1.095
2 N -1.707 0.998 -0.076  C1 1.534, H6 1.019, H7 1.030, H8 1.024
3 H -1.403 2.532 1.499  C1 1.102
4 H -0.862 2.911 -0.064  C1 1.077
5 H -2.761 2.676 0.398  C1 1.095
6 H -2.432 0.449 0.385  N2 1.019
7 H -0.729 0.679 -0.044  N2 1.030
8 H -1.925 0.935 -1.074  N2 1.024
9 C 1.031 -0.676 0.981  S10 1.893, H12 1.090, H13 1.100, H14 1.099
10 S 0.765 -0.923 -0.876  C9 1.893, C11 1.851
11 C 1.977 -2.258 -1.297  S10 1.851, H15 1.102, H16 1.111, H17 1.077
12 H 1.578 -1.554 1.325  C9 1.090
13 H 0.012 -0.823 1.370  C9 1.100
14 H 1.458 0.275 1.330  C9 1.099
15 H 1.910 -2.567 -2.353  C11 1.102
16 H 3.063 -2.028 -1.306  C11 1.111
17 H 1.716 -3.067 -0.636  C11 1.077

Its charge is +1. The calculation puts the HOMO-LUMO gap at 8.85 eV. As for the spin multiplicity: 1. The calculation puts the HOMO energy at -12.46 eV.

Quick look at the Löwdin charges, all values in e: atom 1 (C): 0.0167, atom 2 (N): 0.1305, atom 3 (H): 0.1073, atom 4 (H): 0.1024, atom 5 (H): 0.1094, atom 6 (H): 0.1696, atom 7 (H): 0.0273, atom 8 (H): 0.1636, atom 9 (C): -0.3651, atom 10 (S): 0.6988, atom 11 (C): -0.3863, atom 12 (H): 0.0388, atom 13 (H): 0.0137, atom 14 (H): 0.0451, atom 15 (H): 0.0454, atom 16 (H): 0.0583, atom 17 (H): 0.0245

***

The structure with the most favorable energy is *1*; the runner-up is 21.1 kcal/mol above it.

***

*1*
# C19H24N2O5S

The molecule C19H24N2O5S (the ωB97M-V functional and the def2-TZVPD basis, OMol25).

Last columns: bonded neighbours and bond lengths (Å).
Cartesian coordinates (Å):
1 C -4.022 -3.285 0.604  H2 1.088, C3 1.525, H50 1.088, H51 1.087
2 H -3.002 -3.063 0.298  C1 1.088
3 C -4.599 -2.136 1.423  C1 1.525, H4 1.093, H5 1.092, C6 1.528
4 H -3.941 -1.928 2.271  C3 1.093
5 H -5.581 -2.410 1.814  C3 1.092
6 C -4.750 -0.863 0.590  C3 1.528, N7 1.446, H48 1.096, H49 1.093
7 N -3.474 -0.444 0.056  C6 1.446, C8 1.341, H47 1.010
8 C -3.240 -0.352 -1.261  N7 1.341, O9 1.215, C10 1.536
9 O -4.100 -0.422 -2.117  C8 1.215
10 C -1.766 -0.151 -1.646  C8 1.536, N11 1.443, H45 1.093, H46 1.093
11 N -0.912 0.360 -0.602  C10 1.443, C12 1.400, S23 1.691
12 C -1.047 1.689 -0.181  N11 1.400, C13 1.394, C17 1.393
13 C -2.080 2.507 -0.637  C12 1.394, C14 1.383, H22 1.078
14 C -2.163 3.822 -0.219  C13 1.383, C15 1.383, H21 1.080
15 C -1.233 4.343 0.663  C14 1.383, C16 1.384, H20 1.079
16 C -0.208 3.533 1.121  C15 1.384, C17 1.382, H19 1.080
17 C -0.108 2.220 0.700  C12 1.393, C16 1.382, H18 1.077
18 H 0.697 1.600 1.058  C17 1.077
19 H 0.527 3.924 1.809  C16 1.080
20 H -1.306 5.369 0.991  C15 1.079
21 H -2.970 4.440 -0.582  C14 1.080
22 H -2.829 2.122 -1.311  C13 1.078
23 S -0.354 -0.781 0.514  N11 1.691, O24 1.437, O25 1.434, C26 1.782
24 O -0.865 -0.468 1.821  S23 1.437
25 O -0.679 -2.068 -0.027  S23 1.434
26 C 1.419 -0.605 0.487  S23 1.782, C27 1.374, C31 1.387
27 C 2.139 -0.579 1.658  C26 1.374, C28 1.390, H44 1.078
28 C 3.524 -0.488 1.598  C27 1.390, C29 1.386, H43 1.077
29 C 4.175 -0.430 0.376  C28 1.386, C30 1.421, O38 1.352
30 C 3.418 -0.466 -0.826  C29 1.421, C31 1.384, O33 1.352
31 C 2.040 -0.556 -0.753  C26 1.387, C30 1.384, H32 1.077
32 H 1.423 -0.589 -1.634  C31 1.077
33 O 4.137 -0.406 -1.970  C30 1.352, C34 1.409
34 C 3.447 -0.457 -3.197  O33 1.409, H35 1.094, H36 1.089, H37 1.094
35 H 2.885 -1.391 -3.303  C34 1.094
36 H 4.216 -0.409 -3.966  C34 1.089
37 H 2.766 0.393 -3.310  C34 1.094
38 O 5.514 -0.341 0.208  C29 1.352, C39 1.409
39 C 6.338 -0.313 1.350  O38 1.409, H40 1.094, H41 1.094, H42 1.089
40 H 6.127 0.558 1.977  C39 1.094
41 H 6.233 -1.226 1.944  C39 1.094
42 H 7.357 -0.246 0.971  C39 1.089
43 H 4.085 -0.466 2.518  C28 1.077
44 H 1.618 -0.620 2.600  C27 1.078
45 H -1.708 0.492 -2.529  C10 1.093
46 H -1.385 -1.141 -1.911  C10 1.093
47 H -2.708 -0.428 0.715  N7 1.010
48 H -5.166 -0.058 1.207  C6 1.096
49 H -5.410 -1.033 -0.264  C6 1.093
50 H -4.622 -3.455 -0.287  C1 1.088
51 H -4.009 -4.199 1.193  C1 1.087

Its charge is 0. The calculation puts the HOMO-LUMO gap at 9.13 eV. As for the spin multiplicity: 1. The calculation puts the HOMO energy at -8.60 eV. As for the SMILES: CCCNC(=O)CN(c1ccccc1)S(=O)(=O)c1ccc(OC)c(OC)c1.

Quick look at the Löwdin charges, all values in e: atom 1 (C): -0.0957, atom 2 (H): 0.0498, atom 3 (C): -0.2331, atom 4 (H): 0.1058, atom 5 (H): 0.1054, atom 6 (C): -0.1784, atom 7 (N): 0.0799, atom 8 (C): -0.5033, atom 9 (O): 0.0567, atom 10 (C): -0.1006, atom 11 (N): -0.1674, atom 12 (C): -0.2463, atom 13 (C): -0.0120, atom 14 (C): -0.0753, atom 15 (C): -0.0942, atom 16 (C): -0.0716, atom 17 (C): -0.0235, atom 18 (H): 0.0899, atom 19 (H): 0.1055, atom 20 (H): 0.1001, atom 21 (H): 0.1060, atom 22 (H): 0.1089, atom 23 (S): 0.6988, atom 24 (O): -0.2681, atom 25 (O): -0.2654, atom 26 (C): -0.3018, atom 27 (C): -0.0586, atom 28 (C): 0.0069, atom 29 (C): -0.1886, atom 30 (C): -0.1832, atom 31 (C): 0.0142, atom 32 (H): 0.1129, atom 33 (O): -0.0527, atom 34 (C): -0.0674, atom 35 (H): 0.1006, atom 36 (H): 0.0973, atom 37 (H): 0.0998, atom 38 (O): -0.0521, atom 39 (C): -0.0714, atom 40 (H): 0.0986, atom 41 (H): 0.0991, atom 42 (H): 0.0969, atom 43 (H): 0.1092, atom 44 (H): 0.1196, atom 45 (H): 0.1410, atom 46 (H): 0.1249, atom 47 (H): 0.0939, atom 48 (H): 0.1204, atom 49 (H): 0.1201, atom 50 (H): 0.0784, atom 51 (H): 0.0700

***

*2*
# C19H24N2O5S

The molecule C19H24N2O5S (the ωB97M-V functional and the def2-TZVPD basis, OMol25).

Last columns: bonded neighbours and bond lengths (Å).
Cartesian coordinates (Å):
1 C -2.517 -2.715 -2.024  C2 1.516, H49 1.086, H50 1.086, H51 1.086
2 C -1.097 -2.524 -1.526  C1 1.516, H3 1.096, H4 1.095, O5 1.431
3 H -0.397 -3.175 -2.062  C2 1.096
4 H -1.013 -2.737 -0.455  C2 1.095
5 O -0.711 -1.165 -1.749  C2 1.431, C6 1.334
6 C 0.344 -0.718 -1.068  O5 1.334, O7 1.200, C8 1.528
7 O 0.972 -1.380 -0.287  C6 1.200
8 C 0.654 0.713 -1.504  C6 1.528, N9 1.438, H47 1.099, H48 1.092
9 N 1.326 1.534 -0.532  C8 1.438, C10 1.367, C33 1.456
10 C 0.686 2.512 0.178  N9 1.367, O11 1.217, N12 1.382
11 O 1.278 3.430 0.713  C10 1.217
12 N -0.695 2.445 0.186  C10 1.382, C13 1.405, H32 1.012
13 C -1.466 1.308 0.478  N12 1.405, C14 1.382, C18 1.408
14 C -0.982 0.260 1.238  C13 1.382, C15 1.387, H31 1.079
15 C -1.769 -0.846 1.526  C14 1.387, C16 1.385, H30 1.077
16 C -3.071 -0.896 1.057  C15 1.385, C17 1.398, O25 1.366
17 C -3.581 0.168 0.308  C16 1.398, C18 1.381, H24 1.077
18 C -2.796 1.266 0.017  C13 1.408, C17 1.381, O19 1.364
19 O -3.204 2.354 -0.697  C18 1.364, C20 1.407
20 C -4.528 2.382 -1.171  O19 1.407, H21 1.094, H22 1.094, H23 1.089
21 H -5.249 2.338 -0.349  C20 1.094
22 H -4.721 1.561 -1.869  C20 1.094
23 H -4.633 3.331 -1.693  C20 1.089
24 H -4.602 0.092 -0.028  C17 1.077
25 O -3.943 -1.928 1.259  C16 1.366, C26 1.407
26 C -3.511 -3.025 2.026  O25 1.407, H27 1.094, H28 1.089, H29 1.095
27 H -3.245 -2.724 3.044  C26 1.094
28 H -4.356 -3.710 2.062  C26 1.089
29 H -2.657 -3.530 1.563  C26 1.095
30 H -1.348 -1.642 2.117  C15 1.077
31 H 0.029 0.305 1.612  C14 1.079
32 H -1.135 3.323 0.432  N12 1.012
33 C 2.782 1.556 -0.563  N9 1.456, C34 1.491, H45 1.094, H46 1.096
34 C 3.373 0.295 -0.031  C33 1.491, C35 1.363, S38 1.735
35 C 3.456 -0.126 1.263  C34 1.363, C36 1.420, C41 1.493
36 C 4.058 -1.408 1.368  C35 1.420, C37 1.353, H40 1.076
37 C 4.411 -1.934 0.172  C36 1.353, S38 1.716, H39 1.072
38 S 4.021 -0.883 -1.128  C34 1.735, C37 1.716
39 H 4.877 -2.876 -0.035  C37 1.072
40 H 4.213 -1.909 2.308  C36 1.076
41 C 2.983 0.643 2.453  C35 1.493, H42 1.090, H43 1.086, H44 1.090
42 H 3.802 0.782 3.158  C41 1.090
43 H 2.596 1.618 2.169  C41 1.086
44 H 2.196 0.088 2.962  C41 1.090
45 H 3.089 2.413 0.042  C33 1.094
46 H 3.120 1.716 -1.594  C33 1.096
47 H 1.303 0.620 -2.385  C8 1.099
48 H -0.282 1.182 -1.817  C8 1.092
49 H -3.199 -2.084 -1.461  C1 1.086
50 H -2.810 -3.753 -1.903  C1 1.086
51 H -2.581 -2.447 -3.076  C1 1.086

Its charge is 0. The calculation puts the HOMO-LUMO gap at 8.68 eV. As for the spin multiplicity: 1. The calculation puts the HOMO energy at -8.01 eV. As for the SMILES: CCOC(=O)CN(Cc1sccc1C)C(=O)Nc1ccc(OC)cc1OC.

Quick look at the Löwdin charges, all values in e: atom 1 (C): -0.0489, atom 2 (C): -0.2088, atom 3 (H): 0.1313, atom 4 (H): 0.1091, atom 5 (O): 0.0051, atom 6 (C): -0.4893, atom 7 (O): 0.1084, atom 8 (C): -0.0348, atom 9 (N): -0.0179, atom 10 (C): -0.5127, atom 11 (O): 0.0611, atom 12 (N): 0.1430, atom 13 (C): -0.1855, atom 14 (C): -0.0078, atom 15 (C): -0.0186, atom 16 (C): -0.2854, atom 17 (C): 0.0560, atom 18 (C): -0.2038, atom 19 (O): -0.0729, atom 20 (C): -0.0783, atom 21 (H): 0.0981, atom 22 (H): 0.0977, atom 23 (H): 0.0952, atom 24 (H): 0.1196, atom 25 (O): -0.0900, atom 26 (C): -0.0845, atom 27 (H): 0.0973, atom 28 (H): 0.0943, atom 29 (H): 0.0903, atom 30 (H): 0.1127, atom 31 (H): 0.1188, atom 32 (H): 0.1580, atom 33 (C): -0.1454, atom 34 (C): -0.4809, atom 35 (C): -0.3312, atom 36 (C): -0.1472, atom 37 (C): -0.4065, atom 38 (S): 1.0276, atom 39 (H): 0.0579, atom 40 (H): 0.1094, atom 41 (C): -0.0237, atom 42 (H): 0.0850, atom 43 (H): 0.0657, atom 44 (H): 0.0810, atom 45 (H): 0.1262, atom 46 (H): 0.1222, atom 47 (H): 0.1441, atom 48 (H): 0.1391, atom 49 (H): 0.0607, atom 50 (H): 0.0808, atom 51 (H): 0.0785

***

The structure with the most favorable energy is *2*; the runner-up is 21.9 kcal/mol above it.